# C25H23IN3O4PV

A structure of composition C25H23IN3O4PV (ωB97M-V/def2-TZVPD, OMol25).

Atoms and positions in Å:
V (-0.573, 0.689, -1.851)
I (-2.897, 1.519, -0.584)
C (-2.122, 2.572, 1.062)
C (-2.660, 3.821, 1.191)
C (-2.395, 4.606, 2.328)
C (-1.649, 4.081, 3.335)
C (-1.079, 2.789, 3.223)
C (-0.368, 2.263, 4.326)
C (0.194, 1.026, 4.270)
C (0.142, 0.312, 3.062)
C (-0.512, 0.779, 1.947)
P (-0.127, -0.142, 0.391)
C (-0.942, -1.757, 0.626)
C (-0.674, -2.766, -0.300)
C (-1.316, -3.989, -0.216)
C (-2.257, -4.213, 0.781)
C (-2.545, -3.210, 1.693)
C (-1.888, -1.988, 1.619)
C (1.658, -0.478, 0.638)
C (2.183, -1.691, 1.078)
C (3.558, -1.859, 1.188)
C (4.417, -0.819, 0.869)
C (3.900, 0.395, 0.434)
C (2.529, 0.565, 0.314)
C (-1.235, 2.016, 2.032)
H (-3.316, 4.203, 0.421)
H (-2.819, 5.598, 2.406)
H (-1.478, 4.640, 4.246)
H (-0.288, 2.869, 5.221)
H (0.720, 0.613, 5.120)
H (0.683, -0.625, 2.998)
H (0.042, -2.584, -1.094)
H (-1.094, -4.766, -0.936)
H (-2.769, -5.165, 0.840)
H (-3.284, -3.376, 2.466)
H (-2.117, -1.212, 2.337)
H (1.521, -2.507, 1.336)
H (3.956, -2.807, 1.530)
H (5.488, -0.951, 0.959)
H (4.564, 1.213, 0.184)
H (2.124, 1.510, -0.032)
N (1.358, 0.256, -2.856)
N (1.804, 1.552, -3.196)
C (1.404, 2.635, -2.383)
O (1.982, 3.690, -2.550)
O (0.442, 2.363, -1.559)
H (2.012, -0.204, -2.224)
H (1.265, -0.333, -3.682)
H (2.732, 1.631, -3.581)
N (-0.002, -2.276, -4.457)
C (-1.085, -1.400, -4.913)
C (-1.403, -0.450, -3.777)
O (-1.345, 0.782, -3.956)
O (-1.591, -0.957, -2.608)
H (0.199, -2.990, -5.145)
H (-0.302, -2.739, -3.606)
H (-1.999, -1.931, -5.204)
H (-0.748, -0.803, -5.757)

Energy above the lowest of the compared OMol25 structures with the same formula, charge and spin, kJ/mol: 8.32
LUMO (alpha / beta), Ha: -0.0039 / -0.0040
Spin multiplicity: 2
⟨S²⟩: 0.7668
HOMO level (alpha / beta), Eh: -0.2570 / -0.2338